# 1
# C17H21N3O3

An isolated molecule of C17H21N3O3 (wB97M-V/def2-TZVPD, the Open Molecules 2025 dataset).

Output
Net charge: 0
LUMO, eV: -0.827
E_HOMO, eV: -8.2
E, a.u.: -1050.3119
ΔE to the lowest compared entry with this formula, charge and spin, kcal/mol: 115.7
SMILES: CN(Cc1cc([N+](=O)[O-])c2cccnc2c1O)C1CCCCC1

Geometry as XYZ:
```
44
Properties=species:S:1:pos:R:3:forces:R:3
H 3.987041 2.889806 0.443236 0.0176 0.0737 0.0523
H 3.655714 0.442028 0.531669 0.0539 -0.0555 -0.0622
H -1.808826 0.829266 1.732221 -0.0558 -0.0039 0.0304
H 3.137205 3.078820 1.979067 0.0273 0.0712 0.0324
H -1.444294 2.376698 2.519326 -0.0114 -0.0069 0.0816
H 2.346036 0.978803 3.234658 0.0087 -0.0059 0.0887
H 0.761152 2.519419 2.148106 0.0612 -0.0432 -0.0344
C -2.710477 -4.312207 -1.572741 0.3220 0.1570 -0.0498
C -2.221703 -0.261919 -0.878985 0.5020 0.0385 -0.1892
H 0.301222 0.071715 2.189592 -0.0577 -0.0623 -0.0561
C -0.853095 1.860516 -0.728905 -0.0552 0.0611 0.0341
N -3.553034 -2.183947 -0.929635 -0.2140 0.1040 0.0712
O 1.289271 -3.574568 -2.161725 0.0266 -0.2402 0.0042
C 0.752517 1.952710 1.205341 0.1322 -0.1153 -0.2175
C 3.197642 2.473101 1.071970 0.0652 -0.2000 -0.2761
H 1.620308 3.559916 0.066078 -0.0530 0.0071 -0.0938
C 0.074891 -0.368669 -1.493914 0.0927 -0.6264 -0.3104
H -0.064925 2.279360 -1.354871 -0.0752 -0.0090 -0.0807
C -1.650615 1.903278 1.559556 0.0240 0.0164 -0.0291
H 1.146942 -0.109047 0.651622 -0.0002 -0.0474 0.0267
N 1.215916 -2.359878 -2.175927 0.6485 -0.0344 -0.2204
H -4.738414 -3.829255 -0.973945 -0.0536 -0.1094 -0.0083
H 4.480105 0.999247 1.989163 0.0549 -0.0512 -0.0587
C -1.452179 -3.804375 -1.775712 -0.2869 -0.3520 0.0106
C 2.422903 0.427851 2.293891 0.0480 -0.1892 -0.2430
H 1.019308 0.123690 -1.679437 -0.0058 0.0045 0.0364
C -3.736083 -3.458717 -1.143467 -0.1593 0.0057 0.0415
O 2.128624 -1.637344 -2.532575 0.2150 -0.0270 -0.0866
O -3.335211 0.385168 -0.524806 0.0448 0.1383 0.0352
C -1.005455 0.386225 -1.041526 -0.7076 -0.0464 0.1917
H 2.660849 -0.610740 2.534151 -0.0033 0.0194 0.0982
H -2.916260 -5.357000 -1.742623 -0.0115 -0.0913 -0.0157
H -4.045720 -0.285521 -0.491404 0.0938 -0.0527 -0.0315
N -0.569586 2.202703 0.650071 -0.0699 0.1924 0.0608
H -1.795050 2.357077 -0.982466 0.1315 0.0226 -0.0865
C 1.086914 0.492483 1.558815 -0.0294 0.2378 0.2678
C 1.865706 2.529364 0.328429 -0.0685 0.1634 0.4055
H -2.573033 2.318958 1.156680 -0.0706 -0.0311 0.0599
C 3.535364 1.032272 1.442950 -0.0019 0.1683 0.3072
C 0.009965 -1.728581 -1.737426 -0.7643 0.9607 0.4174
H -0.649893 -4.444511 -2.104800 -0.0612 0.0387 0.0205
H 1.964018 1.953077 -0.592341 -0.0167 -0.0279 -0.1365
C -1.210870 -2.432825 -1.546047 -0.1001 0.2000 0.0607
C -2.324888 -1.664445 -1.121315 0.3633 -0.2522 -0.1485
```
Forces are in eV/Å.

***

# 2
# C17H21N3O5S2

An isolated molecule of C17H21N3O5S2 (wB97M-V/def2-TZVPD, the Open Molecules 2025 dataset).

Output
Net charge: 0
LUMO, eV: -0.121
E_HOMO, eV: -9.8
E, a.u.: -1997.2166
ΔE to the lowest compared entry with this formula, charge and spin, kcal/mol: 0.0
SMILES: O=S(=O)(NCc1ccncc1)c1ccc(S(=O)(=O)NC[C@@H]2CCCO2)cc1

Geometry as XYZ:
```
48
Properties=species:S:1:pos:R:3:forces:R:3
H -3.200207 -2.677954 -0.852287 -0.0218 -0.0202 0.0762
C 1.598940 -2.057372 -1.883386 0.2442 -0.0925 -0.1273
C 0.626028 2.496273 0.774248 0.2715 0.0419 0.1613
C -4.897306 -1.494422 -0.161688 0.1248 -0.1157 0.1056
N 4.265475 -0.025192 1.227913 0.1082 0.6329 -0.3815
H -0.001518 1.322504 -2.334034 0.0048 -0.0962 -0.1300
C -2.249618 0.707915 1.280653 0.1463 -0.8449 -0.1680
C -0.051019 2.171824 -0.387647 -0.5283 -0.0398 -0.0416
H 2.463240 0.773996 -2.158222 -0.0416 -0.0588 -0.1065
C 4.202398 -1.407023 0.777564 0.0172 -0.2980 -0.3155
H 2.541003 2.387735 1.766706 -0.0434 0.0737 0.1795
O -1.908456 4.049659 -0.518679 0.0997 0.1672 0.1352
H -5.300826 -1.670527 -1.155920 -0.0620 -0.0195 -0.0111
C -2.859063 -0.276971 0.280291 -0.0897 0.2897 -0.0500
H 0.096601 3.002557 1.565237 0.0254 0.0498 0.1739
C -3.662580 -2.376344 0.097483 -0.2172 -0.2591 -0.2288
C 2.892687 -1.625696 0.073271 -0.2396 -0.3976 -0.1352
O -2.757204 -1.578551 0.829956 0.1187 0.1987 0.3487
H -4.493432 0.544710 -0.889009 -0.0656 0.0572 0.0292
N -2.387731 2.105694 0.939412 0.5076 0.3915 -0.7162
C 2.590091 1.533430 -0.178506 0.3976 -0.1125 -0.1590
H -0.450894 -1.718559 0.583047 -0.0613 0.0250 0.1125
O -2.353928 1.922678 -1.647248 0.2763 -0.2088 -0.0220
H 5.030516 -1.636701 0.095717 -0.1096 -0.0982 0.1541
C 1.690426 -1.542108 0.767487 0.1026 -0.0934 -0.2033
C 0.573745 1.549852 -1.450764 -0.1053 -0.0035 -0.0695
C 2.841164 -1.897384 -1.287332 -0.0831 -0.0660 0.2403
H 5.009167 0.152639 1.886619 0.1599 0.2196 0.0553
C 1.965290 2.160134 0.884269 -0.1814 0.1599 0.0888
H -5.677533 -1.700933 0.569364 -0.0287 -0.0091 -0.0412
C -4.357089 -0.063968 0.001455 0.2874 -0.0490 -0.0468
H -3.331642 2.453456 1.030485 -0.1368 0.2542 -0.0313
H 4.267470 -2.052420 1.657835 0.0281 0.1079 -0.0648
C 0.504796 -1.738806 0.076615 0.1026 0.1040 0.4797
H -4.832358 0.432786 0.848620 -0.0386 0.0572 0.0262
H 1.512043 -2.261795 -2.942514 0.0960 -0.0078 -0.1150
S 4.323324 1.121356 -0.000556 0.0239 0.0006 0.4098
H -2.303736 -0.233988 -0.668102 -0.0623 -0.0976 0.1227
C 1.921857 1.238841 -1.349992 0.1301 0.0757 -0.0678
H -1.180208 0.499724 1.371633 -0.0726 -0.0918 0.1529
S -1.775903 2.625499 -0.535917 -0.2977 0.1957 0.4046
H 3.747742 -1.965374 -1.867274 0.0965 0.0182 -0.0897
H -3.875919 -3.264170 0.693018 0.0170 0.0095 -0.0894
N 0.457424 -1.981992 -1.222776 -0.4708 -0.0694 -0.3793
H 1.685511 -1.336030 1.826608 -0.0398 0.0450 0.1508
H -2.711607 0.544872 2.258261 0.0489 0.0562 -0.0626
O 4.802556 0.533792 -1.217500 -0.2942 -0.1303 -0.0081
O 5.010273 2.252364 0.545585 -0.1438 0.0484 0.2541
```
Forces are in eV/Å.

***

# 3
# C17H21N3O6

An isolated molecule of C17H21N3O6 (wB97M-V/def2-TZVPD, the Open Molecules 2025 dataset).

Output
Net charge: 0
LUMO, eV: -1.041
E_HOMO, eV: -9.7
E, a.u.: -1276.0796
ΔE to the lowest compared entry with this formula, charge and spin, kcal/mol: 67.4
SMILES: CC(C)CCNC(=O)NC(=O)COC(=O)/C=C/c1cccc([N+](=O)[O-])c1

Geometry as XYZ:
```
47
Properties=species:S:1:pos:R:3:forces:R:3
C 0.148904 -2.136509 3.111476 0.5116 0.3551 -0.4663
O -2.513766 -2.916101 7.234008 0.0407 0.2479 0.2076
C -0.650646 3.465829 -2.060285 -0.1947 -0.0178 -0.2020
H 2.081975 1.886833 -3.154416 -0.0908 -0.1897 0.0892
N -2.787279 -3.908863 6.596950 -0.1822 0.0361 0.3951
C -0.930129 5.512097 -3.473610 -0.1045 -0.2841 -0.0713
H -1.739736 3.573575 -3.901604 0.0267 -0.0097 -0.0313
O 1.854379 0.020528 2.337991 0.0003 -0.1007 -0.0941
H -1.782269 5.825443 -2.875407 -0.0750 0.0891 0.0729
H 1.182171 -0.812417 -1.223622 0.0398 0.2089 -0.1529
H 0.901321 -2.935725 1.275615 -0.0670 -0.1463 -0.0172
H 0.226918 -1.269430 3.756561 0.0434 0.0889 0.0092
O -0.269695 -0.204435 -3.034570 -0.4191 -0.1857 -0.0801
H -1.060314 5.898715 -4.481979 -0.0015 0.1058 -0.1006
C -2.184252 -4.052372 5.289596 0.4488 -0.2337 -1.1223
H -2.104459 -6.167829 2.671570 -0.0232 -0.0665 -0.0418
O 2.385272 -1.180479 0.503707 -0.0074 -0.3025 -0.2477
O 3.248981 1.517447 -1.681395 0.3087 0.1972 0.0525
H 0.327985 3.729834 -1.664250 0.1374 0.0289 0.0848
C 2.678316 0.556937 -1.208678 -0.0200 -0.2772 0.3072
H 0.183626 4.020532 -5.380800 0.0734 0.0417 -0.0360
C 3.225258 -0.140058 0.036665 0.4135 0.5476 0.1436
H -0.597044 -4.436053 1.825501 0.0442 -0.0221 -0.1234
C 0.518486 2.068458 -4.585342 -0.0850 0.0962 -0.2649
C -0.740375 -3.187785 3.568051 -0.4439 -0.5448 0.1988
H -1.137622 -2.202644 5.447909 0.0115 0.0342 0.0066
C 0.745523 0.411952 -2.806656 0.4712 -0.0733 0.2753
C 1.732997 -0.975999 1.674556 -0.0510 0.3842 0.3883
H -0.032275 5.955812 -3.048555 0.1202 0.0926 0.0607
N 1.549960 0.001570 -1.703259 -0.4542 -0.3457 -0.0201
H 3.356686 0.613270 0.823304 -0.0035 -0.1307 -0.2742
H 1.279929 3.989129 -4.001166 0.0821 0.1210 -0.0256
C -2.471908 -5.178250 4.527618 -0.0562 0.1862 0.3229
C -1.889589 -5.302032 3.278453 0.0843 0.0789 -0.0377
C 0.881493 -2.129336 1.991207 -0.2615 -0.1200 0.3156
H -0.450284 1.571232 -4.670295 0.0922 0.0377 -0.0759
C -0.814686 3.988158 -3.485710 0.2599 0.1809 0.0628
O -3.526805 -4.791949 6.971089 -0.1980 -0.1981 0.1415
H 4.200148 -0.571954 -0.208817 -0.1670 0.0528 -0.0038
C 0.348276 3.576856 -4.396733 -0.3619 -0.2722 0.0369
C -1.035466 -4.322853 2.803984 0.0045 0.1237 0.1299
H -1.409056 3.903197 -1.414412 -0.0696 0.0268 0.1064
H -3.140634 -5.928303 4.920598 -0.0149 -0.0147 0.0056
C -1.333718 -3.062645 4.824658 -0.0239 -0.0336 0.0166
H -0.765532 2.386600 -2.023548 -0.0009 -0.1142 0.0986
N 1.222332 1.457435 -3.481252 0.3135 0.3525 -0.0900
H 1.086603 1.882583 -5.504705 -0.1512 -0.0314 0.0505
```
Forces are in eV/Å.

***

# 4
# C17H21N3O6S

A structure of composition C17H21N3O6S (wB97M-V/def2-TZVPD, the Open Molecules 2025 dataset).

Output
Net charge: 0
LUMO, eV: 0.251
E_HOMO, eV: -8.5
E, a.u.: -1673.7066
ΔE to the lowest compared entry with this formula, charge and spin, kcal/mol: 438.2

Geometry as XYZ:
```
48
Properties=species:S:1:pos:R:3:forces:R:3
H 5.626658 0.138965 -0.372152 -1.7100 1.3158 0.5416
O -0.138841 -0.995194 1.037242 -3.1537 1.8780 2.1338
N 0.756031 -0.656729 -2.114550 2.6898 11.3495 -0.1218
H 1.645738 -0.000100 -1.767689 -1.5144 -1.5429 -1.9236
C -4.083048 2.222660 -0.175580 5.0818 4.5557 -4.2142
C 4.577160 0.502337 -0.072715 -0.8359 -1.2979 2.0010
H -3.115281 -3.137762 2.709659 -0.1792 1.8168 -1.0214
O 1.517040 -2.966674 0.870041 -2.1849 5.2184 -1.2133
N 0.717943 -1.607579 -1.282977 0.3913 -9.4101 1.4648
C -0.327512 0.660965 -1.674112 -1.6051 -13.5094 -1.0135
H 5.002105 2.568500 0.159911 -2.6664 -1.3222 1.1399
H 5.755239 -2.395875 -0.012722 0.5361 1.0069 1.2499
H 5.428530 -1.842490 -1.625103 4.5221 4.9719 -7.5277
H -3.350383 -3.714584 0.322121 0.4683 2.3619 0.0315
C -3.497206 -0.428966 -0.378666 -1.1133 2.0154 -0.8632
C 2.901055 2.009815 0.532725 -7.6894 2.5431 3.8334
S 0.985845 -1.556566 0.472277 7.7324 -5.2258 -4.0807
O -0.117809 1.744055 -1.842199 1.5023 7.2355 -0.5401
C -3.029956 -2.197555 2.032722 5.2092 -6.9833 -3.6778
H 1.283623 -2.404918 -1.879938 -1.6722 1.5570 3.2767
H -4.084632 3.338506 -0.176577 -0.7993 -0.9089 0.6933
C -3.520764 -2.601947 0.597586 -4.6556 -0.3117 0.0121
C 1.969776 1.045301 0.819268 6.1193 -2.0709 -3.1725
H -3.454880 -1.390634 2.358508 -2.3387 4.6246 2.1114
O 3.774796 -1.713231 -0.831326 0.4629 0.0959 2.8491
C 1.377980 3.748547 1.042599 -2.4603 0.2424 -1.5820
H -1.474607 -1.080586 -1.333641 0.9880 -4.5706 0.4134
H -1.855694 -2.090539 1.825125 -2.5915 0.1696 1.0250
H -5.969594 1.956873 0.890751 2.9536 -2.4374 -1.9786
H -4.875331 -2.578910 0.578821 4.1003 -0.0805 0.0308
H 1.012504 1.170372 0.852380 -5.5659 0.9490 0.8783
H 0.729656 3.241100 0.147861 0.8400 2.0688 1.7969
H 0.880296 3.259484 1.954222 1.1262 0.9768 -0.7353
C 4.130338 1.771356 0.394619 13.1303 -2.7910 -4.9662
O -3.097185 -1.641619 -0.471261 1.1910 -6.0263 1.4448
H 1.404256 4.998964 1.089664 -0.2282 -3.8330 -0.2314
C 2.452307 -0.179464 0.277249 -15.8586 1.6444 6.3670
C -2.854386 1.866061 -1.029134 -4.6999 -3.1859 3.9135
H -5.542670 -0.575035 0.674446 2.3828 -0.0031 -1.7823
C -4.681849 -0.053299 0.056286 -6.0203 3.1257 4.5004
H -2.208672 2.630316 -1.237496 1.5435 1.3819 -1.0002
C -2.657100 0.504374 -1.007364 3.3689 0.5687 -0.9540
N -1.421389 -0.160706 -1.455865 -2.1277 9.2843 -0.0579
C 3.551262 -0.566428 0.046766 15.1081 -3.4622 -7.0790
O 2.668184 3.289573 0.757711 -0.0033 2.9346 0.6379
C -4.980375 1.406207 0.263058 -3.4488 -1.9651 1.9714
H 5.022043 -3.228074 -1.138648 -1.2859 -5.7180 -1.6748
C 5.168818 -2.308874 -0.883911 -5.0396 0.7635 7.0937
```
Forces are in eV/Å.

***

# 5
# C17H21N3S7W

A structure of composition C17H21N3S7W (wB97M-V/def2-TZVPD, the Open Molecules 2025 dataset).

Output
Net charge: +4
LUMO (spin up / spin down), eV: -14.877 / -14.878
E_HOMO (spin up / spin down), eV: -20.7 / -20.7
E, a.u.: -3677.5671
ΔE to the lowest compared entry with this formula, charge and spin, kcal/mol: 9.5

Geometry as XYZ:
```
49
Properties=species:S:1:pos:R:3:forces:R:3
S 1.389086 1.465306 -2.895048 -0.1284 -0.4590 0.2706
C -1.910849 1.707017 -1.373488 -0.1880 0.0256 -0.1264
H 1.484964 4.361378 1.133624 0.0166 -0.0149 0.0002
C 0.632331 -1.876804 2.541804 -0.0847 0.1128 -0.1868
C 1.899807 3.365801 1.055164 -0.0200 -0.0029 -0.0673
H -0.674461 -3.468092 1.814330 -0.0071 0.0099 -0.0302
S 2.938408 0.980680 -3.961277 0.2255 -0.8289 0.7066
S 3.825163 -0.646497 -3.115404 -0.7645 0.8716 -0.2924
C -0.452030 3.916417 -0.734669 -0.0033 -0.0164 0.0379
C -0.004831 2.645166 -0.414936 -0.1529 0.1207 0.0870
H -1.967980 -0.391349 3.257875 0.0144 0.0433 0.0113
H 3.229736 -0.187438 0.786736 0.0293 0.0167 0.0391
C -2.032785 -3.294961 -0.581656 -0.0615 0.1263 -0.1149
H -3.392495 3.027726 -2.158368 0.0035 -0.0184 -0.0101
H -2.466416 -3.781623 0.290439 0.0072 0.0339 0.0245
H -2.468091 0.814354 -1.620812 0.0617 -0.0025 -0.0515
H -0.506682 -4.824584 -0.598178 0.0453 -0.0050 -0.0166
H -2.025587 5.066186 -1.644312 -0.0055 0.0058 0.0251
N -0.675229 -1.368067 -3.569753 -0.1567 -0.0973 -0.1664
N -0.719849 1.537318 -0.761018 0.3677 -0.3717 0.0366
C 1.261745 2.399336 0.295991 0.0474 -0.0190 0.0990
H -3.670320 -1.172301 1.532040 -0.0123 -0.0387 -0.0171
C 2.872159 0.828748 0.884218 0.0929 -0.0270 -0.0178
C -1.825717 -0.321652 2.176895 0.2225 0.0460 -0.1185
H -2.673802 -3.542678 -1.428905 -0.0240 -0.0281 0.0298
C -2.426412 2.949036 -1.678123 0.0623 0.0082 0.0671
S -2.218980 -1.491422 -0.325682 0.8569 0.3187 -0.0771
W 0.420779 -0.334290 -0.715291 0.1294 -0.1083 0.8792
N 1.744674 1.135936 0.215106 0.0106 -0.0453 -0.0709
S 0.716180 -2.857179 -0.057049 -0.2318 0.7487 -0.0240
H 3.568865 3.784697 2.346117 -0.0046 0.0126 -0.0107
H 0.154730 4.781679 -0.504388 -0.0137 -0.0224 0.0124
H -0.373033 -3.695101 -1.936219 -0.0012 -0.0682 0.0042
C 3.558886 1.746485 1.651628 -0.0403 0.0493 -0.0322
H 1.704194 -1.687018 2.613841 0.0045 0.0043 0.0551
H -2.447326 -2.381671 1.905187 -0.0042 -0.0055 -0.0206
C -1.672423 4.077628 -1.377605 -0.0075 -0.0515 0.0064
C 3.062902 3.041361 1.742404 0.0157 -0.0502 -0.0001
C 0.348339 -3.114636 1.720025 0.1065 -0.0036 -0.1006
H -1.040662 -1.640817 -4.475771 0.0530 0.0394 0.0592
H 1.014694 -3.918311 2.041213 -0.0463 -0.0390 0.0012
H 4.463497 1.451463 2.166353 -0.0045 -0.0145 -0.0001
H -2.132554 0.678650 1.866597 -0.0409 0.0089 0.0508
S -0.032247 -0.314065 1.873632 -0.0243 -0.1288 -0.5378
S 2.775693 -1.269341 -1.584586 -0.2998 0.0063 0.1000
H 0.249075 -1.989588 3.558467 0.0217 0.0389 0.0246
C -2.604233 -1.400213 1.466564 -0.0684 0.0199 -0.1042
C -0.283400 -1.018255 -2.545861 -0.1747 -0.2539 -0.4321
C -0.617514 -3.774419 -0.877852 0.1762 0.0532 -0.0012
```
Forces are in eV/Å.

***

Which of these has the highest E? C17H21N3O3

***

Which value of ΔE to the lowest compared entry with this formula, charge and spin does entry 1 give? 115.7 kcal/mol

***

Which value of E does entry 5 give? -3677.5671 a.u.

***

Number 3 is which compound? C17H21N3O6